(1)
An isolated molecule of C3H7NO2, computed with ωB97M-V with the def2-TZVPD basis set.

SMILES = O=CNCCO
spin multiplicity = 1

The geometry in XYZ format:
```
13
C3H7NO2 ωB97M-V with the def2-TZVPD basis set
C 0.502 -0.902 -1.666
N -0.006 0.264 -1.250
C -0.642 0.757 -0.115
C -0.016 -0.109 1.048
O -0.624 0.191 2.318
O 1.149 -0.898 -2.699
H 0.353 -1.834 -0.977
H 0.429 1.162 -1.692
H -0.463 1.782 0.114
H -1.708 0.743 -0.178
H 0.092 -1.259 0.935
H 1.051 0.326 1.154
H -0.116 -0.226 3.010
```

(2)
A 2-piece molecular cluster, C3H7NO2 overall, computed with ωB97M-V with the def2-TZVPD basis set.

SMILES = CC(C)=O.N=O
spin multiplicity = 1

The geometry in XYZ format:
```
13
C3H7NO2 ωB97M-V with the def2-TZVPD basis set
C 0.452 -0.363 -0.451
C 0.951 1.032 -0.844
C 0.803 -0.861 1.029
N -3.034 0.125 0.075
O -2.035 0.130 0.723
O -0.175 -0.958 -1.263
H 1.441 1.505 0.142
H 0.132 1.718 -1.025
H 1.549 1.043 -1.737
H 0.697 -1.925 1.060
H 0.220 -0.418 1.761
H 1.865 -0.730 1.327
H -2.867 -0.299 -0.796
```

(3)
A 2-piece molecular cluster, C3H7NO2 overall, computed with ωB97M-V with the def2-TZVPD basis set.

SMILES = [H]/N=C\OCC=O.[H][H]
spin multiplicity = 1

The geometry in XYZ format:
```
13
C3H7NO2 ωB97M-V with the def2-TZVPD basis set
O -1.930 0.172 -0.492
C -1.238 -0.719 -0.061
C 0.144 -1.058 -0.653
O 1.310 -0.346 -0.254
C 1.350 1.001 -0.078
N 0.435 1.866 -0.088
H -0.480 1.501 -0.354
H -0.481 0.057 1.714
H -1.631 -1.424 0.697
H 0.382 -2.093 -0.394
H 0.004 -0.974 -1.736
H 2.375 1.276 0.168
H -0.238 0.739 1.533
```

(4)
An isolated molecule of C3H7NO2, computed with ωB97M-V with the def2-TZVPD basis set.

spin multiplicity = 1

The geometry in XYZ format:
```
13
C3H7NO2 ωB97M-V with the def2-TZVPD basis set
C 0.181 0.531 -1.290
C 0.535 -0.088 0.046
N 1.857 -0.224 0.462
O 0.821 0.892 1.124
C -0.501 -1.063 0.586
O -1.825 -0.573 0.533
H 0.800 1.411 -1.487
H 0.404 -0.200 -2.071
H -0.878 0.786 -1.347
H 1.160 1.695 0.695
H -0.190 -1.341 1.601
H -0.472 -1.963 -0.036
H -1.890 0.136 1.185
```

In the order shown, the computed relative energy (zero: lowest compared OMol25 entry of this formula, charge and spin) values come out to 56.4 103.6 86.0 124.2 kcal/mol.
In the order shown, the computed orbital gap values come out to 10.45 9.29 10.34 8.73 eV.
In the order shown, the computed maximum force values come out to 5.6 3.9 0.7 0.4 eV/Å.